1) Entry from OMol25: a cluster of 2 separate species, C2H6BrP in total (ωB97M-V with the def2-TZVPD basis set).

```
! wB97M-V def2-TZVPD RIJCOSX def2/J DEFGRID3
* xyz 0 1
C 1.09387 0.76928 0.98455
C -0.18601 0.12216 -0.58150
P -1.35754 -1.00487 0.22221
Br 0.88141 -0.54060 -2.09837
H 1.80294 1.58682 0.75323
H 1.55495 -0.15384 1.26830
H 0.23369 1.07955 1.52363
H -0.70915 0.98306 -0.87286
H -2.42043 -0.85615 -0.72683
H -0.89373 -1.98541 -0.47236
*
```

The value obtained for the HOMO-LUMO gap is 9.99 eV. Its highest occupied orbital energy is -0.3420 hartree. For the LUMO energy, the calculation gives 0.681 eV.

Atom charges from the natural (NBO) analysis, given in e for atoms 1 to 2: -0.521, -0.570


2) Entry from OMol25: a structure of composition C2H6BrP (ωB97M-V with the def2-TZVPD basis set).

```
! wB97M-V def2-TZVPD RIJCOSX def2/J DEFGRID3
* xyz 0 1
C -1.28864 0.73927 0.05636
C -0.61116 -0.51861 0.23935
P 1.12863 -0.57889 -0.15837
Br 4.04932 -0.05023 -0.05151
H -1.10935 1.42538 0.84580
H -2.34932 0.45614 0.29696
H -1.06749 1.31550 -0.87593
H -0.90537 -0.99970 1.14313
H 1.36754 -1.96232 -0.15851
H 0.78583 0.17346 -1.33727
*
```

The value obtained for the HOMO-LUMO gap (spin up / spin down) is 6.39 / 7.38 eV. Its highest occupied orbital energy (spin up / spin down) is -0.3127 / -0.3270 hartree. For the LUMO energy (spin up / spin down), the calculation gives -2.124 / -1.515 eV.

Atom charges from the natural (NBO) analysis, given in e for atoms 1 to 2: -0.707, -0.386


Verdict on stability: 2) comes out at the bottom.